Entry 1:
Entry from OMol25: a cluster of 2 separate species, I2NO in total in a non-equilibrium geometry (ωB97M-V/def2-TZVPD).

HOMO-LUMO gap (alpha / beta) = 6.1 / 6.1 eV
relative energy (zero: lowest compared OMol25 entry of this formula, charge and spin) = 5.0 kcal/mol
net charge = -1
multiplicity = 1

Each line ends with the Mulliken charge.
Positions of all 4 atoms, in Å:
N1 -0.54 0.07 0.07  0.1257
O1 0.23 -0.43 0.82  -0.1515
I1 -0.05 2.16 -0.39  -0.0831
I2 0.76 -0.93 -2.89  -0.8911

Entry 2:
Entry from OMol25: a structure of composition C5H12N2 in a non-equilibrium geometry (ωB97M-V/def2-TZVPD).

HOMO-LUMO gap (alpha / beta) = 3.9 / 7.7 eV
relative energy (zero: lowest compared OMol25 entry of this formula, charge and spin) = 59.8 kcal/mol
net charge = -1
multiplicity = 2

Each line ends with the Mulliken charge.
Positions of all 19 atoms, in Å:
C1 -0.64 0.56 1.23  -0.3319
C2 0.77 1.12 1.22  -1.3121
C3 1.66 0.16 -0.33  -0.6224
C4 2.49 -0.90 -0.45  -0.6065
N1 -1.36 0.90 -0.01  -0.5313
C5 -2.10 -0.23 -0.56  -0.6094
N2 -1.29 -1.34 -1.06  -0.6281
H1 -0.54 -0.53 1.33  0.2430
H2 -1.21 0.90 2.10  0.3883
H3 1.43 0.81 2.02  0.3984
H4 0.88 2.17 0.95  0.3939
H5 1.82 1.10 -0.87  0.1162
H6 3.38 -0.89 -1.11  0.2807
H7 2.34 -1.82 0.12  0.2420
H8 -0.64 1.09 -0.70  0.4116
H9 -2.78 -0.62 0.20  0.3007
H10 -2.72 0.15 -1.38  0.3679
H11 -0.37 -1.38 -0.62  0.2317
H12 -1.12 -1.24 -2.06  0.2673

Entry 3:
Entry from OMol25: an isolated molecule of C4H7NO (ωB97M-V/def2-TZVPD).

HOMO-LUMO gap = 10.7 eV
relative energy (zero: lowest compared OMol25 entry of this formula, charge and spin) = 20.9 kcal/mol
SMILES = NC(=O)C1CC1
multiplicity = 1

Each line ends with the Mulliken charge.
Positions of all 13 atoms, in Å:
N1 2.02 0.33 0.40  -0.3993
C1 1.07 0.13 -0.58  0.2903
O1 1.20 0.52 -1.72  -0.5939
C2 -0.19 -0.55 -0.05  -0.0149
C3 -1.54 -0.23 -0.62  -0.5679
C4 -1.14 0.28 0.74  -0.5379
H1 2.12 -0.34 1.15  0.2279
H2 2.87 0.75 0.08  0.2525
H3 -0.04 -1.57 0.27  0.3841
H4 -1.60 0.47 -1.45  0.2294
H5 -2.26 -1.03 -0.66  0.2410
H6 -1.60 -0.12 1.64  0.2631
H7 -0.91 1.34 0.81  0.2257

Entry 4:
Entry from OMol25: a cluster of 3 separate species, C3H12N2O2 in total in a non-equilibrium geometry (ωB97M-V/def2-TZVPD).

HOMO-LUMO gap = 10.2 eV
relative energy (zero: lowest compared OMol25 entry of this formula, charge and spin) = 28.5 kcal/mol
SMILES = CC=O.NCN.O
multiplicity = 1

Each line ends with the Mulliken charge.
Positions of all 19 atoms, in Å:
C1 3.06 -0.06 0.48  -1.1210
C2 1.67 0.43 0.22  0.5396
O1 1.02 1.11 1.03  -0.6352
H1 3.08 -1.14 0.34  0.2923
H2 3.74 0.39 -0.24  0.3339
H3 3.37 0.17 1.49  0.2904
H4 1.35 0.34 -0.83  0.2310
N1 -1.99 1.10 0.38  -0.6272
C3 -2.05 0.44 -0.90  -0.3733
N2 -1.81 -0.99 -0.69  -0.6368
H5 -2.33 2.06 0.30  0.2355
H6 -1.03 1.14 0.72  0.2764
H7 -3.04 0.64 -1.34  0.3948
H8 -1.28 0.78 -1.63  0.2459
H9 -2.50 -1.33 -0.02  0.2395
H10 -1.92 -1.50 -1.55  0.2089
O2 0.56 -1.41 0.66  -0.7106
H11 0.34 -0.90 1.49  0.3342
H12 -0.24 -1.29 0.08  0.4817

Entry 5:
Entry from OMol25: an isolated molecule of C2H5B in a non-equilibrium geometry (ωB97M-V/def2-TZVPD).

HOMO-LUMO gap (alpha / beta) = 8.5 / 8.6 eV
relative energy (zero: lowest compared OMol25 entry of this formula, charge and spin) = 36.7 kcal/mol
multiplicity = 1

Each line ends with the Mulliken charge.
Positions of all 8 atoms, in Å:
B1 -0.46 0.16 -0.17  0.0228
C1 -0.15 -1.33 -0.13  -0.4936
C2 0.50 1.23 0.24  -0.4569
H1 -1.53 0.51 -0.50  -0.1244
H2 0.38 2.30 0.11  0.2679
H3 -0.99 -2.01 -0.25  0.2460
H4 0.78 -1.83 0.03  0.2944
H5 1.47 0.97 0.66  0.2439

Entry 6:
Entry from OMol25: a cluster of 2 separate species, C5H13N3O6P in total in a non-equilibrium geometry (ωB97M-V/def2-TZVPD).

HOMO-LUMO gap (alpha / beta) = 4.7 / 4.7 eV
relative energy (zero: lowest compared OMol25 entry of this formula, charge and spin) = 45.0 kcal/mol
net charge = -1
multiplicity = 1

Each line ends with the Mulliken charge.
Positions of all 28 atoms, in Å:
C1 0.92 -1.04 -1.00  -0.8101
C2 2.40 -0.01 0.71  -1.0546
C3 0.20 -0.92 1.28  -0.5602
C4 0.36 1.05 0.03  -1.1251
C5 -3.33 1.32 -0.22  0.6814
N1 -3.80 1.05 -1.36  -0.6812
N2 -2.89 2.61 0.11  0.9611
N3 0.98 -0.23 0.23  1.0050
O1 -2.87 3.39 -0.88  -0.6281
O2 -3.14 -1.95 1.48  -0.7809
O3 -2.05 -1.32 -0.80  -0.7290
O4 -2.41 2.92 1.19  -0.4881
O5 -4.49 -1.45 -0.59  -0.5687
O6 -3.20 0.45 0.73  -0.3652
P1 -3.13 -1.23 0.20  0.5884
H1 -0.24 -1.33 -1.01  0.4409
H2 1.06 -0.46 -1.92  0.3423
H3 1.70 -1.83 -0.96  0.2766
H4 2.95 -0.88 0.35  0.3127
H5 2.74 1.06 0.25  0.2654
H6 2.43 -0.02 1.78  0.3113
H7 -0.93 -0.98 0.88  -0.0118
H8 0.61 -1.95 1.47  0.3957
H9 0.18 -0.50 2.33  0.3251
H10 0.12 1.31 -1.00  0.1705
H11 -0.53 1.15 0.63  0.0479
H12 -4.37 -0.74 -1.14  0.4063
H13 -3.91 1.95 -1.94  0.2726

Entry 7:
Entry from OMol25: a cluster of 2 separate species, C5H10NO in total in a non-equilibrium geometry (ωB97M-V/def2-TZVPD).

HOMO-LUMO gap = 8.5 eV
relative energy (zero: lowest compared OMol25 entry of this formula, charge and spin) = 158.0 kcal/mol
net charge = +1
multiplicity = 1

Each line ends with the Mulliken charge.
Positions of all 17 atoms, in Å:
C1 -0.13 -2.33 2.63  -0.6825
C2 -0.18 -1.23 1.89  0.0741
C3 -0.93 -1.20 0.59  -0.0509
C4 -0.90 0.57 -2.03  -0.2678
C5 1.20 1.77 -1.16  -0.6419
N1 -0.19 1.68 -1.51  -0.1876
O1 -0.80 -0.23 -0.23  -0.4228
H1 0.70 -2.52 3.31  0.2755
H2 -0.71 -3.22 2.38  0.2825
H3 0.29 -0.36 2.35  0.2989
H4 -1.32 -2.16 0.39  0.3621
H5 -0.28 -0.20 -2.62  0.2102
H6 1.89 1.55 -1.91  0.3366
H7 1.55 2.72 -0.73  0.3238
H8 1.20 0.83 -0.46  0.2098
H9 -0.56 2.35 -2.26  0.4387
H10 -0.83 2.00 -0.63  0.4414

Entry 8:
Entry from OMol25: a cluster of 9 separate species, C36H99N9O9 in total in a non-equilibrium geometry (ωB97M-V/def2-TZVPD).

HOMO-LUMO gap = 9.2 eV
relative energy (zero: lowest compared OMol25 entry of this formula, charge and spin) = 164.5 kcal/mol
SMILES = COC[C@H](C)N.COC[C@H](C)N.COC[C@H](C)N.COC[C@H](C)N.COC[C@H](C)N.COC[C@H](C)N.COC[C@H](C)N.COC[C@H](C)N.COC[C@H](C)N
multiplicity = 1

Each line ends with the Mulliken charge.
Positions of all 153 atoms, in Å:
C1 -22.46 -28.94 -0.05  -0.7877
O1 -22.44 -27.66 0.56  -0.3679
C2 -21.43 -27.44 1.43  -0.5314
C3 -21.51 -26.00 1.92  0.3788
C4 -20.91 -25.93 3.30  -1.5293
N1 -22.93 -25.59 1.99  -0.7780
H1 -22.99 -28.91 -1.01  0.2958
H2 -22.81 -29.78 0.55  0.3023
H3 -21.46 -29.21 -0.40  0.2988
H4 -21.61 -28.02 2.33  0.2828
H5 -20.44 -27.55 0.99  0.3289
H6 -20.94 -25.34 1.27  0.2867
H7 -21.44 -26.32 4.18  0.4078
H8 -20.79 -24.86 3.50  0.3851
H9 -19.93 -26.38 3.41  0.3463
H10 -23.30 -26.16 1.24  0.4027
H11 -23.22 -25.97 2.88  0.2789
C5 -13.33 -22.59 -3.53  -0.7322
O2 -14.67 -22.66 -2.97  -0.2697
C6 -15.23 -21.36 -2.42  -0.7203
C7 -16.70 -21.52 -2.03  0.6854
C8 -17.72 -22.10 -3.02  -1.4587
N2 -17.20 -20.21 -1.62  -0.7523
H12 -12.70 -22.13 -2.77  0.2961
H13 -13.33 -21.90 -4.37  0.2924
H14 -12.86 -23.53 -3.83  0.2383
H15 -14.69 -21.09 -1.52  0.3110
H16 -15.18 -20.64 -3.24  0.3451
H17 -16.72 -22.19 -1.17  0.2077
H18 -17.28 -22.85 -3.67  0.3164
H19 -17.87 -21.24 -3.68  0.4250
H20 -18.70 -22.32 -2.58  0.3384
H21 -16.81 -19.89 -0.74  0.2260
H22 -18.19 -20.27 -1.47  0.2495
C9 -14.76 -28.94 2.06  -0.6819
O3 -15.23 -29.23 0.77  -0.3054
C10 -14.81 -28.32 -0.24  -0.7386
C11 -15.15 -28.90 -1.68  0.3838
C12 -14.39 -30.18 -1.97  -1.3198
N3 -14.75 -27.95 -2.71  -0.7137
H23 -15.11 -27.93 2.28  0.2889
H24 -13.67 -28.97 1.97  0.2931
H25 -15.20 -29.62 2.80  0.2274
H26 -15.41 -27.42 -0.10  0.3621
H27 -13.76 -28.06 -0.11  0.3767
H28 -16.22 -29.08 -1.70  0.3238
H29 -13.31 -30.03 -2.01  0.3130
H30 -14.72 -30.67 -2.89  0.3229
H31 -14.45 -30.90 -1.16  0.3438
H32 -15.17 -27.04 -2.67  0.2541
H33 -13.79 -27.68 -2.55  0.2707
C13 -21.98 -26.37 -10.20  -0.7094
O4 -21.10 -25.90 -9.22  -0.3285
C14 -19.82 -26.62 -9.36  -0.6921
C15 -19.80 -27.96 -8.49  0.4925
C16 -20.15 -27.76 -7.04  -1.4485
N4 -18.53 -28.61 -8.56  -0.7492
H34 -22.10 -27.45 -10.20  0.2861
H35 -21.70 -26.13 -11.22  0.2927
H36 -22.94 -25.96 -9.89  0.2687
H37 -19.44 -26.75 -10.38  0.3563
H38 -19.15 -25.94 -8.84  0.2868
H39 -20.57 -28.61 -8.89  0.1962
H40 -19.49 -27.02 -6.59  0.3803
H41 -20.09 -28.74 -6.56  0.4449
H42 -21.20 -27.54 -6.85  0.2940
H43 -18.59 -29.41 -7.94  0.2997
H44 -18.02 -28.05 -7.89  0.3291
C17 -14.84 -34.69 4.91  -0.7396
O5 -13.74 -34.64 5.80  -0.2785
C18 -12.46 -34.92 5.29  -0.8298
C19 -11.49 -35.33 6.48  0.5668
C20 -11.68 -34.44 7.69  -1.1961
N5 -10.10 -35.52 6.14  -0.7179
H45 -15.75 -34.26 5.31  0.2417
H46 -15.09 -35.70 4.57  0.2946
H47 -14.54 -34.09 4.05  0.3034
H48 -12.51 -35.83 4.68  0.3859
H49 -11.99 -34.28 4.54  0.4335
H50 -11.96 -36.28 6.75  0.1110
H51 -11.96 -33.42 7.43  0.2100
H52 -10.86 -34.36 8.40  0.4137
H53 -12.49 -34.90 8.26  0.3081
H54 -10.02 -36.22 5.41  0.2330
H55 -9.70 -35.86 7.00  0.2614
C21 -8.88 -35.23 -5.90  -0.6631
O6 -10.07 -35.48 -6.63  -0.3452
C22 -9.92 -35.19 -8.00  -0.6573
C23 -10.12 -33.67 -8.47  0.3787
C24 -11.57 -33.31 -8.17  -1.4240
N6 -9.99 -33.59 -9.94  -0.7593
H56 -8.64 -34.17 -5.91  0.2519
H57 -8.08 -35.76 -6.42  0.3048
H58 -8.86 -35.58 -4.87  0.2712
H59 -8.94 -35.44 -8.40  0.3936
H60 -10.69 -35.82 -8.45  0.3275
H61 -9.52 -33.03 -7.82  0.2311
H62 -11.74 -32.30 -8.53  0.4094
H63 -11.77 -33.13 -7.11  0.3342
H64 -12.32 -34.01 -8.54  0.3558
H65 -10.19 -32.67 -10.30  0.2930
H66 -10.84 -34.01 -10.29  0.2976
C25 -12.50 -24.51 5.86  -0.7105
O7 -11.82 -25.73 6.21  -0.3219
C26 -11.67 -25.91 7.60  -0.7785
C27 -10.81 -27.22 7.93  0.3927
C28 -10.69 -27.58 9.41  -1.3603
N7 -9.47 -27.16 7.41  -0.7090
H67 -12.71 -24.28 4.81  0.2684
H68 -12.03 -23.69 6.40  0.2947
H69 -13.48 -24.67 6.30  0.2981
H70 -11.12 -25.03 7.93  0.3351
H71 -12.64 -25.94 8.09  0.4352
H72 -11.29 -28.02 7.38  0.2599
H73 -10.17 -28.47 9.75  0.3615
H74 -11.73 -27.65 9.71  0.3427
H75 -10.30 -26.73 9.97  0.3276
H76 -9.63 -26.60 6.59  0.2773
H77 -8.96 -26.45 7.91  0.2864
C29 -20.06 -34.89 -0.31  -0.7286
O8 -20.39 -34.75 -1.70  -0.3063
C30 -19.29 -34.49 -2.55  -0.6210
C31 -19.83 -34.39 -3.98  0.3878
C32 -20.38 -35.75 -4.40  -1.3949
N8 -18.88 -34.02 -4.99  -0.6663
H78 -19.49 -35.81 -0.17  0.3086
H79 -21.05 -35.09 0.10  0.2447
H80 -19.63 -33.99 0.12  0.2777
H81 -19.04 -33.54 -2.09  0.3505
H82 -18.57 -35.29 -2.42  0.3292
H83 -20.66 -33.69 -3.92  0.2360
H84 -19.65 -36.55 -4.39  0.3214
H85 -20.80 -35.64 -5.40  0.4128
H86 -21.27 -35.99 -3.82  0.3359
H87 -18.07 -34.61 -4.91  0.2483
H88 -19.24 -34.04 -5.94  0.2650
C33 -8.12 -31.01 1.08  -0.8060
O9 -6.78 -30.77 1.38  -0.3124
C34 -6.43 -31.41 2.52  -0.6584
C35 -4.99 -30.99 2.91  0.3726
C36 -3.91 -31.54 1.90  -1.2756
N9 -4.68 -31.69 4.14  -0.7275
H89 -8.62 -31.95 1.29  0.3470
H90 -8.16 -30.85 0.00  0.2633
H91 -8.68 -30.25 1.62  0.3171
H92 -7.10 -31.23 3.36  0.4190
H93 -6.34 -32.49 2.41  0.2223
H94 -4.96 -29.91 3.09  0.2878
H95 -4.05 -31.19 0.88  0.3455
H96 -3.82 -32.62 1.77  0.3104
H97 -2.96 -31.13 2.25  0.3601
H98 -4.88 -32.68 4.02  0.2705
H99 -3.71 -31.80 4.40  0.2631

Entry 9:
Entry from OMol25: a structure of composition C12H21BeBrN2O3 in a non-equilibrium geometry (ωB97M-V/def2-TZVPD).

HOMO-LUMO gap = 4.9 eV
net charge = +2
multiplicity = 1

Each line ends with the Mulliken charge.
Positions of all 40 atoms, in Å:
C1 3.65 -1.50 1.00  -0.9368
C2 3.26 -0.03 1.29  0.4862
O1 3.12 0.33 2.38  -0.3732
N1 2.99 0.97 0.19  0.1188
C3 4.19 0.92 -0.71  -0.8695
C4 1.79 0.47 -0.45  0.5353
C5 0.79 1.59 -0.96  -1.0344
C6 -0.69 1.12 -0.72  0.8305
C7 -1.65 2.13 0.03  -1.2781
C8 -3.14 1.52 0.15  0.2979
O2 -3.43 1.15 1.51  -0.3719
C9 -2.58 0.09 1.72  -0.0409
O3 -1.83 0.00 2.59  -0.4104
C10 -2.85 -0.90 0.54  -0.2489
C11 -1.70 -1.85 0.19  -0.2629
N2 -2.10 -3.23 -0.01  -0.5615
C12 -3.26 0.13 -0.57  -0.6409
Br1 -5.16 -0.32 -0.97  -0.0183
H1 4.65 -1.74 1.40  0.3600
H2 2.88 -2.13 1.48  0.3453
H3 3.64 -1.72 -0.09  0.3048
H4 5.06 0.65 -0.08  0.4362
H5 4.12 0.19 -1.54  0.3500
H6 4.40 1.95 -1.07  0.3311
H7 2.01 -0.31 -1.30  0.2724
H8 1.23 -0.10 0.37  -0.0763
H9 1.01 2.59 -0.54  0.4877
H10 0.96 1.68 -2.05  0.3223
H11 -0.68 0.14 -0.15  -1.0342
H12 -1.10 0.88 -1.73  0.6388
H13 -1.23 2.29 1.05  0.4144
H14 -1.66 3.09 -0.51  0.4656
H15 -3.78 2.33 -0.24  0.5299
H16 -3.76 -1.44 0.87  1.0133
H17 -1.00 -1.84 1.07  0.4537
H18 -1.19 -1.34 -0.73  0.1768
H19 -3.11 -3.29 -0.11  0.3091
H20 -1.66 -3.61 -0.84  0.2973
H21 -2.76 0.05 -1.55  0.3539
Be1 0.59 -0.94 -0.89  0.0271

Entry 10:
Entry from OMol25: a cluster of 2 separate species, C8H13N5 in total in a non-equilibrium geometry (ωB97M-V/def2-TZVPD).

HOMO-LUMO gap (alpha / beta) = 6.9 / 6.9 eV
relative energy (zero: lowest compared OMol25 entry of this formula, charge and spin) = 110.6 kcal/mol
net charge = +2
multiplicity = 1

Each line ends with the Mulliken charge.
Positions of all 26 atoms, in Å:
C1 4.85 0.40 -0.97  -0.2125
C2 4.69 -0.99 -0.64  -0.6640
C3 4.05 1.40 -0.33  -0.4173
C4 3.58 -1.47 0.03  -0.3830
C5 3.03 0.97 0.41  -0.3096
C6 2.65 -0.45 0.54  1.1263
C7 -4.57 0.47 -0.39  0.5095
C8 1.49 -0.85 1.16  -0.8851
N1 -4.63 -0.76 0.04  -0.6715
N2 -3.36 1.00 0.01  -0.1104
N3 -5.50 0.95 -1.18  -0.3635
N4 -3.41 -1.11 0.71  0.1166
N5 -2.46 -0.02 0.55  -0.3167
H1 5.56 0.81 -1.74  0.3762
H2 5.47 -1.54 -0.97  0.4923
H3 4.31 2.45 -0.40  0.4108
H4 3.43 -2.52 0.21  0.4001
H5 2.43 1.75 0.85  0.3524
H6 1.43 -1.89 1.29  0.3450
H7 0.93 -0.07 1.60  0.3627
H8 -3.13 1.88 0.20  0.1975
H9 -6.45 0.40 -1.19  0.3199
H10 -5.55 1.89 -1.48  0.2391
H11 -3.53 -1.28 1.78  0.3824
H12 -3.19 -2.06 0.40  0.3906
H13 -1.71 -0.32 -0.23  0.3122

Entry 11:
Entry from OMol25: an isolated molecule of C5H10N2O in a non-equilibrium geometry (ωB97M-V/def2-TZVPD).

HOMO-LUMO gap = 9.2 eV
relative energy (zero: lowest compared OMol25 entry of this formula, charge and spin) = 53.7 kcal/mol
SMILES = C=C(NC)NC(C)=O
multiplicity = 1

Each line ends with the Mulliken charge.
Positions of all 18 atoms, in Å:
C1 -0.41 -1.39 0.77  -1.0834
C2 0.03 -0.49 -0.11  0.2971
N1 0.98 -0.79 -1.20  -0.2891
C3 2.40 -0.80 -0.83  -0.8130
N2 -0.27 0.80 -0.50  -0.1925
C4 -1.19 1.71 -0.06  0.6697
C5 -2.00 1.36 1.18  -1.1201
O1 -1.26 2.81 -0.58  -0.6326
H1 -1.19 -1.17 1.47  0.2553
H2 0.03 -2.38 0.77  0.2731
H3 0.72 -1.66 -1.66  0.2819
H4 2.63 -1.59 -0.11  0.3130
H5 2.64 0.16 -0.40  0.2772
H6 2.99 -0.95 -1.73  0.3284
H7 0.48 0.55 -1.47  0.4899
H8 -1.35 1.08 2.01  0.3414
H9 -2.65 0.52 0.98  0.3105
H10 -2.58 2.23 1.46  0.2933

Entry 12:
Entry from OMol25: the ion C4H11IN3 with charge +1 in a non-equilibrium geometry (ωB97M-V/def2-TZVPD).

HOMO-LUMO gap = 10.0 eV
relative energy (zero: lowest compared OMol25 entry of this formula, charge and spin) = 48.3 kcal/mol
SMILES = C[N@@H+]1N[C@H](N)C[C@H]1I
net charge = +1
multiplicity = 1

Each line ends with the Mulliken charge.
Positions of all 19 atoms, in Å:
C1 0.43 2.32 0.00  -0.9272
N1 0.40 0.92 -0.52  0.1266
N2 -0.85 0.34 -0.63  -0.6229
C2 -0.72 -1.17 -0.50  0.1419
N3 -1.94 -1.74 0.01  -0.6032
C3 0.62 -1.53 0.38  -0.6637
C4 1.26 -0.10 0.61  -0.4157
I1 3.32 0.17 0.08  0.2376
H1 -0.47 2.67 -0.49  0.4293
H2 0.17 2.38 0.98  0.4322
H3 1.46 2.76 -0.20  0.2704
H4 0.83 0.80 -1.38  0.3575
H5 -1.38 0.80 0.16  0.3382
H6 -0.60 -1.43 -1.54  0.3239
H7 -2.76 -1.57 -0.62  0.2677
H8 -2.25 -1.72 0.97  0.2105
H9 0.29 -1.99 1.27  0.3533
H10 1.21 -2.26 -0.17  0.3087
H11 0.98 0.36 1.59  0.4351

What is the multiplicity in the first record?
1